Density functional theory data (ωB97M-V/def2-TZVPD) for a molecular structure, C12H22F2LiNO16S2.

Structure (XYZ):
```
56
Properties=species:S:1:pos:R:3:mulliken_charge:R:1
Li -0.32 -0.96 -0.96 0.9777
N -1.63 -1.14 -3.67 -0.1940
S -3.02 -1.22 -4.22 0.9657
O -3.43 -2.52 -4.78 -0.5856
O -3.45 0.01 -4.91 -0.5594
F -3.76 -1.22 -2.80 -0.2869
S -0.78 -1.54 -5.13 1.0183
O -1.18 -0.83 -6.41 -0.5245
O -0.36 -2.96 -5.31 -0.5649
F 0.55 -0.72 -4.74 -0.2461
C -0.06 3.73 -4.01 -0.1410
C -1.36 4.39 -3.65 -0.1551
O -0.96 5.70 -3.35 -0.3719
C 0.33 5.92 -3.62 0.6777
O 0.93 6.89 -3.47 -0.4814
O 0.84 4.80 -4.13 -0.3772
H -0.14 3.26 -4.99 0.2280
H 0.24 2.97 -3.28 0.1623
H -1.77 3.90 -2.76 0.1998
H -2.12 4.28 -4.42 0.2571
C 2.25 3.94 0.61 -0.5581
O 0.94 4.29 1.03 -0.3103
C -0.08 3.45 1.03 0.8172
O -0.13 2.31 0.53 -0.5638
O -1.13 4.09 1.55 -0.3019
C -2.26 3.34 1.89 -0.6770
H 2.29 3.83 -0.47 0.2365
H 2.50 2.99 1.08 0.3015
H 2.91 4.76 0.91 0.2131
H -2.17 2.92 2.90 0.2857
H -2.57 2.67 1.10 0.3000
H -3.12 3.99 2.02 0.2600
C 3.11 -4.55 2.54 -0.6205
O 2.81 -3.42 1.79 -0.2716
C 3.52 -2.67 1.04 0.8404
O 3.06 -1.89 0.17 -0.6412
O 4.81 -2.86 1.32 -0.3400
C 5.80 -2.05 0.70 -0.6608
H 4.02 -4.97 2.10 0.3327
H 2.30 -5.27 2.47 0.2292
H 3.28 -4.37 3.61 0.2897
H 5.99 -2.30 -0.34 0.3053
H 6.72 -2.31 1.22 0.2424
H 5.53 -0.99 0.66 0.2944
C -2.31 -1.37 5.26 -0.7097
O -1.95 -1.57 3.89 -0.2330
C -2.19 -2.69 3.24 0.7660
O -1.99 -2.81 2.02 -0.5792
O -2.54 -3.75 4.05 -0.3553
C -2.62 -5.13 3.44 -0.6235
H -1.75 -0.58 5.75 0.2753
H -2.10 -2.17 5.97 0.3032
H -3.38 -1.15 5.35 0.3243
H -3.62 -5.32 3.03 0.2878
H -2.77 -5.83 4.26 0.2646
H -1.72 -5.30 2.85 0.2782
```

M: 545.370 g mol⁻¹
2S+1: 1
LUMO level: -1.30 eV
relative energy (zero: lowest compared OMol25 entry of this formula, charge and spin): 3.219 eV

Density functional theory data (ωB97M-V/def2-TZVPD) for C12H22N2 in the gas phase.

Structure (XYZ):
```
36
Properties=species:S:1:pos:R:3:mulliken_charge:R:1
C -1.76 -0.91 -0.87 -0.5465
C -0.41 -2.86 -0.32 -0.3663
C -0.70 -0.12 -0.66 -0.6682
C -1.83 -2.29 -0.32 -0.5250
C 0.94 1.52 -1.51 -1.6427
C -1.34 2.36 -0.65 -1.6090
C -1.11 1.25 -2.81 -2.0960
C 0.49 0.90 2.21 -1.5995
C 1.00 -1.60 2.58 -1.7672
C 2.52 -0.22 1.13 -1.2213
C -0.55 1.24 -1.37 2.2535
C 1.06 -0.44 1.48 1.1511
N 0.59 -2.15 -0.05 -0.9063
N 0.36 -0.80 0.24 1.1790
H -2.46 -0.52 -1.57 0.4175
H -0.16 -3.83 -0.68 0.4759
H -2.15 -2.11 0.80 0.1750
H -2.46 -3.02 -0.88 0.3403
H 1.53 1.70 -0.58 0.0247
H 1.28 0.61 -2.02 0.4238
H 1.15 2.36 -2.06 0.5585
H -1.29 3.21 -1.36 0.4034
H -0.94 2.41 0.30 0.4505
H -2.45 2.21 -0.55 0.2649
H -0.82 2.01 -3.45 0.4778
H -2.14 1.31 -2.71 0.5266
H -0.84 0.29 -3.29 0.4034
H -0.51 0.96 1.97 0.4789
H 0.56 0.77 3.35 0.3744
H 1.05 1.84 1.95 0.2638
H 1.40 -2.51 2.17 0.4264
H -0.04 -1.89 2.92 0.2677
H 1.59 -1.17 3.35 0.6581
H 2.75 -0.88 0.25 0.2828
H 2.62 0.78 0.86 0.3980
H 3.06 -0.43 2.16 0.2719
```

M: 194.322 g mol⁻¹
2S+1: 1
SMILES: CC(C)(C)C1=CCC=NN1C(C)(C)C
LUMO level: 0.82 eV
relative energy (zero: lowest compared OMol25 entry of this formula, charge and spin): 0.673 eV

Density functional theory data (ωB97M-V/def2-TZVPD) for a gas-phase ion, C12H22N3O3 (charge +1).

Structure (XYZ):
```
40
Properties=species:S:1:pos:R:3:mulliken_charge:R:1
C 4.48 -0.35 1.04 -0.5748
C 3.85 -1.62 0.80 -0.2118
C 3.82 -2.18 -0.69 0.6206
O 4.31 -3.33 -0.89 -0.5426
O 3.35 -1.48 -1.83 -0.3439
C 2.40 -0.44 -1.49 0.0160
C 1.64 0.16 -2.79 -0.6290
C 0.71 1.44 -2.43 -0.6880
C 0.44 1.63 -0.86 0.3519
C -0.80 2.64 -0.55 -0.6399
C -1.33 2.19 0.93 -0.6455
N -2.45 1.21 0.88 -0.0012
C -2.55 0.07 1.59 0.0182
N -3.70 -0.20 2.51 -0.2765
C -4.35 -1.43 1.90 -0.2328
O -3.42 -2.50 1.68 -0.3741
C -2.38 -2.12 0.78 -0.3633
N -1.58 -1.03 1.50 -0.2517
H 5.63 -0.31 0.97 0.2565
H 3.94 0.62 1.28 0.2502
H 3.40 -2.28 1.63 0.3151
H 2.94 0.45 -1.02 0.1243
H 1.66 -0.84 -0.71 0.1312
H 2.46 0.50 -3.52 0.2740
H 1.05 -0.68 -3.30 0.3145
H -0.28 1.31 -3.00 0.2773
H 1.21 2.36 -2.92 0.2854
H 1.40 1.95 -0.34 0.3182
H 0.08 0.60 -0.48 -0.4373
H -0.41 3.70 -0.56 0.3799
H -1.61 2.44 -1.35 0.2771
H -0.50 1.74 1.55 0.3884
H -1.66 3.17 1.44 0.3378
H -3.22 1.39 0.21 0.3060
H -3.21 -0.55 3.36 0.3703
H -4.80 -1.08 0.90 0.3061
H -5.18 -1.84 2.57 0.3128
H -2.86 -1.59 -0.14 0.3494
H -1.73 -2.97 0.40 0.3855
H -0.76 -0.75 0.94 0.2459
```

net charge: +1
M: 256.326 g mol⁻¹
2S+1: 1
SMILES: C=CC(=O)OCCCCCCNC1=[NH+]COCN1
LUMO level: -5.75 eV
relative energy (zero: lowest compared OMol25 entry of this formula, charge and spin): 4.135 eV

Density functional theory data (ωB97M-V/def2-TZVPD) for a molecular structure, C12H22N7RhS.

Structure (XYZ):
```
43
Properties=species:S:1:pos:R:3:mulliken_charge:R:1
Rh 0.09 -0.40 0.41 -0.0082
C -1.41 3.52 1.34 -1.6441
C -0.95 2.25 0.71 0.7524
N -0.16 1.40 1.26 0.8567
N 0.16 1.60 2.60 -1.1951
C -0.02 0.49 3.26 0.6780
N 0.26 0.43 4.57 -0.4039
S -0.69 -0.97 2.52 -0.2473
C -1.51 1.79 -0.57 0.5494
C -2.19 2.64 -1.44 -0.6127
C -2.77 2.11 -2.58 -0.4533
C -2.67 0.74 -2.81 -0.9352
C -1.98 -0.04 -1.90 -0.3813
N -1.39 0.47 -0.81 -0.0167
H -1.13 3.56 2.38 0.3970
H -2.49 3.61 1.23 0.4463
H -0.95 4.37 0.83 0.3776
H 0.57 1.27 5.04 0.2506
H -0.05 -0.34 5.13 0.2242
H -2.25 3.69 -1.22 0.4751
H -3.30 2.75 -3.27 0.4617
H -3.13 0.28 -3.67 0.4495
H -1.94 -1.11 -2.03 0.6604
N 1.89 -0.93 1.28 -0.3046
C 2.50 -2.15 0.70 -0.5955
C 1.36 -3.07 0.36 -0.6387
N 0.34 -2.34 -0.43 0.0239
C 0.62 -2.25 -1.89 -0.4217
C 1.61 -1.14 -2.21 -0.7185
N 1.31 0.07 -1.38 -0.3829
H 2.55 -0.15 1.30 0.2794
H 1.64 -1.14 2.25 0.3381
H 3.16 -2.64 1.41 0.4483
H 3.10 -1.87 -0.16 0.1808
H 0.87 -3.40 1.28 0.4258
H 1.71 -3.96 -0.16 0.3829
H -0.53 -2.84 -0.33 0.2975
H -0.32 -2.03 -2.38 0.1788
H 0.97 -3.21 -2.28 0.4400
H 1.54 -0.91 -3.27 0.4688
H 2.63 -1.45 -2.03 0.3310
H 0.79 0.74 -1.93 0.2984
H 2.17 0.53 -1.11 0.2870
```

net charge: +2
M: 399.330 g mol⁻¹
2S+1: 1
LUMO level: -6.79 eV

Density functional theory data (ωB97M-V/def2-TZVPD) for 2 unconnected molecules or ions with the total composition C12H22OSe.

Structure (XYZ):
```
36
Properties=species:S:1:pos:R:3:mulliken_charge:R:1
C 0.93 -1.73 -0.52 0.2061
C 2.00 -1.98 0.47 -1.2773
C 2.99 -0.80 0.82 -0.5138
C 3.21 -0.03 -0.49 -1.0482
C 1.89 0.61 -0.99 -0.7318
C 0.81 -0.47 -1.20 0.5288
C -1.18 1.57 -1.96 -1.4869
C -1.39 0.55 2.48 -1.2735
C -3.82 -0.34 -0.48 -0.8888
C -1.27 1.38 -0.44 -0.5128
C -0.42 -0.10 1.43 -0.1479
C -1.00 -0.03 0.00 0.0166
O 0.19 -2.67 -0.85 -0.7128
Se -2.21 -1.48 -0.35 0.3509
H 1.47 -2.23 1.38 0.2239
H 2.53 -2.77 0.16 0.6502
H 2.60 0.04 1.49 0.2225
H 3.96 -1.11 1.16 0.4399
H 3.86 0.82 -0.25 0.4336
H 3.71 -0.71 -1.20 0.3695
H 1.58 1.26 -0.14 0.1867
H 2.01 1.31 -1.83 0.4466
H 0.43 -0.50 -2.25 0.7135
H -1.60 0.59 -2.21 0.4072
H -0.17 1.56 -2.17 0.2360
H -1.75 2.30 -2.46 0.3874
H -2.34 0.08 2.26 0.2877
H -1.05 0.28 3.54 0.4118
H -1.42 1.66 2.61 0.2706
H -3.87 0.11 0.55 0.2041
H -3.52 0.42 -1.11 0.2301
H -4.74 -0.76 -0.71 0.4371
H -0.59 2.02 0.19 0.4254
H -2.31 1.80 -0.20 0.4548
H 0.58 0.39 1.34 -0.0765
H -0.10 -1.02 1.93 0.1290
```

M: 261.267 g mol⁻¹
2S+1: 1
LUMO level: 0.42 eV
relative energy (zero: lowest compared OMol25 entry of this formula, charge and spin): 1.580 eV

Density functional theory data (ωB97M-V/def2-TZVPD) for 5 unconnected molecules or ions with the total composition C12H23Cl12NO4P.

Structure (XYZ):
```
53
Properties=species:S:1:pos:R:3:mulliken_charge:R:1
C 4.24 -0.74 3.09 -1.0352
C 4.64 -0.29 1.70 -0.3960
O 4.00 0.98 1.38 -0.2130
P 3.31 1.09 -0.04 0.7382
O 4.16 0.65 -1.15 -0.7796
C 1.80 0.08 0.03 -0.6553
C 0.99 0.33 1.29 -0.3670
N -0.49 0.23 1.06 -0.0130
C -1.01 -1.17 0.99 -0.4545
C -0.61 -1.88 -0.28 -0.0966
O -0.18 -3.00 -0.26 -0.4547
O 2.73 2.56 -0.12 -0.2916
C 3.28 3.65 0.69 -0.2658
C 2.78 3.68 2.11 -0.9729
H 4.28 -1.83 3.15 0.3404
H 4.88 -0.34 3.87 0.3355
H 3.21 -0.44 3.32 0.2522
H 5.71 -0.12 1.63 0.4082
H 4.39 -1.04 0.96 0.3497
H 2.12 -0.95 -0.04 0.2964
H 1.24 0.37 -0.87 0.4395
H 1.27 -0.33 2.11 0.2235
H 1.17 1.34 1.64 -0.0106
H -0.76 0.78 0.24 0.4450
H -0.96 0.68 1.85 0.4418
H -2.10 -1.11 1.00 0.4807
H -0.70 -1.70 1.89 0.2171
H -0.74 -1.34 -1.23 0.4614
H 2.97 4.55 0.17 0.3683
H 4.37 3.61 0.64 0.3159
H 2.87 4.70 2.48 0.4030
H 1.74 3.35 2.18 0.2236
H 3.37 3.05 2.77 0.2555
C -2.46 -3.58 -3.38 0.1248
Cl -2.26 -5.19 -2.72 -0.1067
Cl -3.23 -3.63 -4.96 -0.1043
Cl -3.39 -2.56 -2.26 -0.1261
H -1.48 -3.14 -3.50 0.2295
C -0.99 -2.62 5.61 0.0241
Cl 0.60 -3.37 5.70 -0.0952
Cl -1.46 -1.90 7.13 -0.0896
Cl -1.01 -1.38 4.31 -0.1475
H -1.71 -3.37 5.33 0.3007
C -4.17 -0.39 -6.95 0.2609
Cl -3.63 -0.10 -8.59 -0.1155
Cl -3.00 0.24 -5.78 -0.1140
Cl -5.77 0.31 -6.68 -0.1134
H -4.24 -1.46 -6.80 0.0799
C -5.96 2.60 -3.05 0.0107
Cl -5.08 1.07 -3.03 -0.0536
Cl -7.65 2.35 -2.62 -0.1062
Cl -5.19 3.77 -1.97 -0.1305
H -5.92 2.99 -4.05 0.2820
```

net charge: +1
M: 701.729 g mol⁻¹
2S+1: 1
LUMO level: -3.56 eV
relative energy (zero: lowest compared OMol25 entry of this formula, charge and spin): 0.000 eV

HOMO energy values, unit eV, following the record order: -9.324, -7.534, -10.474, -14.782, -7.699, -12.740.
HOMO-LUMO gap values, unit eV, following the record order: 8.0, 8.4, 4.7, 8.0, 8.1, 9.2.